The following is a DFT calculation (ωB97M-V/def2-TZVPD) of a cluster of 2 separate species, C12H21N7O4P in total at a distorted geometry.

Properties
HOMO-LUMO gap = 9.838 eV
Charge = +1
LUMO energy = -2.4 eV
E_HOMO = -12.2 eV

Bonds (Å) are listed after each position.
Geometry (Å):
1 O -0.239 3.894 -1.862  C5 1.210
2 O -1.183 -1.681 4.064  C6 1.220
3 O 3.687 0.395 2.913  C7 1.222
4 O -1.589 0.385 -3.352  P24 1.475
5 C -0.904 3.489 -2.787  O1 1.210, N13 1.371, N18 1.347
6 C -0.190 -1.994 3.426  O2 1.220, N16 1.332, C20 1.516
7 C 3.231 -0.731 2.783  O3 1.222, N15 1.335, C23 1.543
8 C -0.330 0.186 -0.418  C10 1.364, N14 1.379, H25 1.084
9 C -3.118 3.529 -3.850  C11 1.363, N13 1.391, H26 1.091
10 C -0.118 0.183 0.930  C8 1.364, N19 1.390, C22 1.516
11 C -2.873 2.387 -4.554  C9 1.363, P24 1.734, H27 1.082
12 C -2.289 -0.110 0.575  N14 1.351, N19 1.352, H28 1.087
13 N -2.184 3.963 -2.915  C5 1.371, C9 1.391, H29 1.017
14 N -1.680 0.005 -0.626  C8 1.379, C12 1.351, H30 1.031
15 N 3.990 -1.792 3.068  C7 1.335, C21 1.464, H31 1.010
16 N 0.879 -1.201 3.456  C6 1.332, C23 1.470, H32 1.011
17 N -0.767 0.884 -5.661  P24 1.669, H33 1.013, H34 1.011
18 N -0.302 2.599 -3.599  C5 1.347, P24 1.662, H35 1.004
19 N -1.352 0.004 1.543  C10 1.390, C12 1.352, H36 1.021
20 C -0.237 -3.188 2.494  C6 1.516, H37 1.088, H38 1.090, H39 1.088
21 C 3.612 -3.206 3.014  N15 1.464, H40 1.092, H41 1.092, H42 1.092
22 C 1.239 0.330 1.589  C10 1.516, C23 1.547, H43 1.092, H44 1.093
23 C 1.772 -0.925 2.321  C7 1.543, N16 1.470, C22 1.547, H45 1.089
24 P -1.394 1.533 -4.257  O4 1.475, C11 1.734, N17 1.669, N18 1.662
25 H 0.424 0.299 -1.188  C8 1.084
26 H -4.046 4.080 -4.005  C9 1.091
27 H -3.573 1.988 -5.276  C11 1.082
28 H -3.350 -0.282 0.735  C12 1.087
29 H -2.392 4.770 -2.332  N13 1.017
30 H -2.098 -0.032 -1.568  N14 1.031
31 H 4.927 -1.567 3.368  N15 1.010
32 H 0.898 -0.538 4.220  N16 1.011
33 H -1.140 -0.054 -5.740  N17 1.013
34 H -1.050 1.468 -6.436  N17 1.011
35 H 0.511 2.166 -3.200  N18 1.004
36 H -1.509 -0.103 2.546  N19 1.021
37 H 0.638 -3.814 2.660  C20 1.088
38 H -1.130 -3.773 2.717  C20 1.090
39 H -0.272 -2.858 1.459  C20 1.088
40 H 3.293 -3.480 2.007  C21 1.092
41 H 2.810 -3.410 3.726  C21 1.092
42 H 4.472 -3.825 3.283  C21 1.092
43 H 1.962 0.615 0.821  C22 1.092
44 H 1.191 1.164 2.293  C22 1.093
45 H 1.772 -1.753 1.615  C23 1.089



The following is a DFT calculation (ωB97M-V/def2-TZVPD) of an isolated molecule of C3H7N3O2S at a distorted geometry.

Properties
Structure (SMILES) = [H]/N=C(\SN)[C@@H](N)C(=O)O
HOMO-LUMO gap = 9.442 eV
Charge = 0
LUMO energy = 0.3 eV
E_HOMO = -9.1 eV

Bonds (Å) are listed after each position.
Geometry (Å):
1 H -1.297 -2.200 0.301  N2 1.107
2 N -0.378 -1.585 0.324  H1 1.107, C3 1.267
3 C -0.444 -0.350 0.051  N2 1.267, S4 1.745, C6 1.827
4 S -1.879 0.629 -0.112  C3 1.745, N5 1.782
5 N -3.193 -0.439 0.441  S4 1.782, H11 0.965, H12 0.993
6 C 1.058 0.623 -0.320  C3 1.827, N7 1.353, C8 1.506, H13 1.120
7 N 0.746 1.846 0.166  C6 1.353, H14 1.060, H15 1.042
8 C 2.339 -0.114 -0.031  C6 1.506, O9 1.224, O10 1.342
9 O 3.395 0.474 0.164  C8 1.224
10 O 2.301 -1.445 -0.202  C8 1.342, H16 0.984
11 H -3.770 0.160 0.930  N5 0.965
12 H -3.499 -0.787 -0.437  N5 0.993
13 H 0.991 0.453 -1.425  C6 1.120
14 H 1.443 2.195 0.885  N7 1.060
15 H 0.710 2.513 -0.635  N7 1.042
16 H 1.476 -1.972 -0.100  O10 0.984



The following is a DFT calculation (ωB97M-V/def2-TZVPD) of a cluster of 2 separate species, C3H7NOS2 in total at a distorted geometry.

Properties
HOMO-LUMO gap = 5.694 eV
Charge = 0
LUMO energy = -3.7 eV
E_HOMO = -9.4 eV

Bonds (Å) are listed after each position.
Geometry (Å):
1 S -2.875 -1.753 -1.116  H8 1.403
2 S -1.970 0.031 1.300  C3 1.840
3 C -0.736 -0.142 -0.054  S2 1.840, C4 1.627, H9 1.084, H10 1.101
4 C 0.242 1.077 0.395  C3 1.627, N5 1.506, H11 1.112, H12 1.085
5 N 1.612 0.678 -0.087  C4 1.506, C6 1.414, H13 1.016
6 C 2.140 -0.360 0.715  N5 1.414, O7 1.200, H14 1.109
7 O 3.043 -1.008 0.263  C6 1.200
8 H -2.739 -0.617 -1.929  S1 1.403
9 H -0.233 -0.946 -0.578  C3 1.084
10 H -1.322 0.329 -0.858  C3 1.101
11 H -0.207 1.204 1.404  C4 1.112
12 H -0.136 1.893 -0.212  C4 1.085
13 H 1.415 0.220 -0.973  N5 1.016
14 H 1.765 -0.606 1.730  C6 1.109